DFT (the ωB97M-V functional and the def2-TZVPD basis) results for a cluster of 12 separate species, C39H54O36 in total at a distorted geometry.

The value obtained for the maximum force is 2.48 eV Å⁻¹. The gap between HOMO and LUMO is 8.79 eV. As for the energy: -4227.24205 a.u. The energy above the lowest of the compared OMol25 structures with the same formula, charge and spin comes out at 1.143 eV. Its SMILES is C[C@H]1COC(=O)O1.C[C@H]1COC(=O)O1.C[C@H]1COC(=O)O1.O=C1OCCO1.O=C1OCCO1.O=C1OCCO1.O=C1OCCO1.O=C1OCCO1.O=C1OCCO1.O=C1OCCO1.O=C1OCCO1.O=C1OCCO1. The molecular weight is 1098.83 g mol⁻¹.

Bonds (Å) are listed after each position.
Element x y z (Å)
1 C 3.451 -0.506 -4.062  C2 1.570, O6 1.408, H7 1.089, H8 1.089
2 C 2.754 -1.762 -4.697  C1 1.570, O3 1.434, H9 1.081, H10 1.087
3 O 1.485 -1.195 -5.053  C2 1.434, C4 1.330
4 C 1.404 0.103 -4.774  O3 1.330, O5 1.185, O6 1.351
5 O 0.437 0.778 -4.888  C4 1.185
6 O 2.547 0.562 -4.216  C1 1.408, C4 1.351
7 H 4.381 -0.323 -4.597  C1 1.089
8 H 3.660 -0.800 -3.035  C1 1.089
9 H 2.664 -2.531 -3.943  C2 1.081
10 H 3.310 -2.116 -5.562  C2 1.087
11 C 6.769 1.147 0.503  C12 1.542, O16 1.413, H17 1.090, H18 1.094
12 C 6.052 2.468 0.159  C11 1.542, O13 1.430, H19 1.086, H20 1.087
13 O 6.127 3.085 1.447  C12 1.430, C14 1.335
14 C 6.112 2.154 2.404  O13 1.335, O15 1.159, O16 1.366
15 O 5.837 2.337 3.514  C14 1.159
16 O 6.486 0.951 1.873  C11 1.413, C14 1.366
17 H 7.829 1.171 0.251  C11 1.090
18 H 6.366 0.359 -0.139  C11 1.094
19 H 5.032 2.389 -0.205  C12 1.086
20 H 6.729 3.047 -0.464  C12 1.087
21 C -3.255 -3.703 5.759  C22 1.534, O26 1.410, H27 1.090, H28 1.089
22 C -4.642 -3.227 5.313  C21 1.534, O23 1.424, H29 1.093, H30 1.091
23 O -4.359 -2.352 4.226  C22 1.424, C24 1.350
24 C -3.033 -2.270 3.981  O23 1.350, O25 1.176, O26 1.346
25 O -2.510 -1.681 3.109  C24 1.176
26 O -2.387 -3.085 4.836  C21 1.410, C24 1.346
27 H -3.170 -4.786 5.673  C21 1.090
28 H -3.116 -3.477 6.816  C21 1.089
29 H -5.180 -2.610 6.037  C22 1.093
30 H -5.330 -4.028 5.037  C22 1.091
31 C 1.852 4.984 2.198  C32 1.528, O36 1.431, H37 1.092, H38 1.083
32 C 2.228 3.692 2.922  C31 1.528, O33 1.455, H39 1.089, H40 1.084
33 O 3.124 4.141 3.978  C32 1.455, C34 1.348
34 C 3.371 5.456 3.819  O33 1.348, O35 1.203, O36 1.362
35 O 3.857 6.174 4.652  C34 1.203
36 O 2.761 5.963 2.710  C31 1.431, C34 1.362
37 H 0.866 5.223 2.600  C31 1.092
38 H 1.866 4.887 1.119  C31 1.083
39 H 2.885 3.083 2.303  C32 1.089
40 H 1.392 3.186 3.391  C32 1.084
41 C -5.024 -0.046 -3.742  C42 1.540, O46 1.425, H47 1.087, H48 1.092
42 C -5.673 1.349 -3.785  C41 1.540, O43 1.412, H49 1.087, H50 1.087
43 O -4.622 2.223 -3.428  C42 1.412, C44 1.339
44 C -3.582 1.521 -2.963  O43 1.339, O45 1.178, O46 1.353
45 O -2.632 1.962 -2.424  C44 1.178
46 O -3.689 0.220 -3.319  C41 1.425, C44 1.353
47 H -5.038 -0.605 -4.674  C41 1.087
48 H -5.501 -0.680 -2.991  C41 1.092
49 H -6.466 1.393 -3.043  C42 1.087
50 H -6.085 1.462 -4.784  C42 1.087
51 C 1.035 3.955 -5.566  C52 1.540, O56 1.440, H57 1.088, H58 1.088
52 C 0.454 3.780 -4.151  C51 1.540, O53 1.429, H59 1.087, H60 1.083
53 O -0.285 4.995 -4.011  C52 1.429, C54 1.362
54 C 0.231 5.959 -4.824  O53 1.362, O55 1.170, O56 1.337
55 O -0.080 7.086 -4.800  C54 1.170
56 O 1.004 5.383 -5.751  C51 1.440, C54 1.337
57 H 0.387 3.585 -6.358  C51 1.088
58 H 2.077 3.645 -5.616  C51 1.088
59 H 1.135 3.585 -3.328  C52 1.087
60 H -0.274 2.984 -4.259  C52 1.083
61 C -3.623 2.157 1.162  C62 1.519, O66 1.469, H67 1.079, H68 1.089
62 C -2.910 1.557 2.362  C61 1.519, O63 1.431, H69 1.086, H70 1.093
63 O -1.551 1.953 2.149  C62 1.431, C64 1.351
64 C -1.567 3.096 1.429  O63 1.351, O65 1.192, O66 1.335
65 O -0.627 3.817 1.291  C64 1.192
66 O -2.754 3.302 0.855  C61 1.469, C64 1.335
67 H -4.636 2.501 1.300  C61 1.079
68 H -3.408 1.510 0.312  C61 1.089
69 H -3.009 0.477 2.417  C62 1.086
70 H -3.289 1.989 3.291  C62 1.093
71 C -5.552 -2.288 0.729  C72 1.532, O76 1.440, H77 1.087, H78 1.088
72 C -4.751 -1.601 -0.381  C71 1.532, O73 1.416, H79 1.089, H80 1.089
73 O -5.102 -0.240 -0.219  C72 1.416, C74 1.370
74 C -6.168 -0.100 0.630  O73 1.370, O75 1.176, O76 1.344
75 O -6.622 0.947 0.912  C74 1.176
76 O -6.538 -1.305 1.097  C71 1.440, C74 1.344
77 H -5.013 -2.519 1.645  C71 1.087
78 H -6.136 -3.136 0.377  C71 1.088
79 H -5.014 -1.920 -1.389  C72 1.089
80 H -3.691 -1.784 -0.213  C72 1.089
81 C 0.796 -0.148 3.946  C82 1.539, O86 1.430, H87 1.086, H88 1.092
82 C -0.216 -0.503 5.048  C81 1.539, O83 1.425, H89 1.083, H90 1.094
83 O 0.411 -0.116 6.267  C82 1.425, C84 1.361
84 C 1.566 0.534 5.957  O83 1.361, O85 1.175, O86 1.348
85 O 2.292 0.969 6.772  C84 1.175
86 O 1.783 0.628 4.630  C81 1.430, C84 1.348
87 H 0.329 0.443 3.164  C81 1.086
88 H 1.207 -1.079 3.549  C81 1.092
89 H -0.480 -1.553 5.030  C82 1.083
90 H -1.057 0.158 4.818  C82 1.094
91 C -0.675 -0.998 0.455  C92 1.517, H98 1.090, H99 1.098, H100 1.088
92 C 0.385 -0.374 -0.434  C91 1.517, C93 1.537, O97 1.437, H101 1.089
93 C -0.095 0.933 -1.084  C92 1.537, O94 1.439, H102 1.086, H103 1.086
94 O 0.934 1.892 -0.779  C93 1.439, C95 1.345
95 C 1.861 1.291 -0.012  O94 1.345, O96 1.184, O97 1.332
96 O 2.821 1.882 0.349  C95 1.184
97 O 1.538 0.041 0.316  C92 1.437, C95 1.332
98 H -0.373 -1.801 1.126  C91 1.090
99 H -1.402 -1.524 -0.178  C91 1.098
100 H -1.242 -0.227 0.972  C91 1.088
101 H 0.629 -1.062 -1.242  C92 1.089
102 H -1.037 1.327 -0.716  C93 1.086
103 H -0.092 0.761 -2.156  C93 1.086
104 C -2.391 -2.908 -2.910  C105 1.495, H111 1.089, H112 1.096, H113 1.090
105 C -1.294 -3.865 -2.570  C104 1.495, C106 1.540, O110 1.451, H114 1.093
106 C -1.483 -5.355 -2.915  C105 1.540, O107 1.395, H115 1.095, H116 1.092
107 O -0.362 -5.696 -3.672  C106 1.395, C108 1.355
108 C 0.470 -4.639 -3.829  O107 1.355, O109 1.176, O110 1.342
109 O 1.476 -4.681 -4.436  C108 1.176
110 O -0.059 -3.544 -3.260  C105 1.451, C108 1.342
111 H -2.220 -1.941 -2.438  C104 1.089
112 H -3.364 -3.201 -2.500  C104 1.096
113 H -2.561 -2.875 -3.986  C104 1.090
114 H -1.017 -3.837 -1.513  C105 1.093
115 H -2.440 -5.529 -3.416  C106 1.095
116 H -1.547 -5.968 -2.013  C106 1.092
117 C 5.590 -2.078 1.338  C118 1.515, H124 1.090, H125 1.091, H126 1.096
118 C 4.690 -3.245 0.986  C117 1.515, C119 1.546, O123 1.434, H127 1.090
119 C 3.359 -3.235 1.771  C118 1.546, O120 1.441, H128 1.090, H129 1.086
120 O 2.377 -3.068 0.731  C119 1.441, C121 1.328
121 C 2.952 -2.947 -0.460  O120 1.328, O122 1.183, O123 1.345
122 O 2.368 -2.782 -1.475  C121 1.183
123 O 4.289 -3.066 -0.379  C118 1.434, C121 1.345
124 H 5.113 -1.100 1.403  C117 1.090
125 H 6.423 -2.046 0.634  C117 1.091
126 H 6.061 -2.217 2.317  C117 1.096
127 H 5.185 -4.203 1.143  C118 1.090
128 H 3.302 -2.351 2.405  C119 1.090
129 H 3.136 -4.149 2.313  C119 1.086